Entry from OMol25: 3 unconnected molecules or ions with the total composition CH6FN2PS at a distorted geometry (ωB97M-V/def2-TZVPD).

ORCA input file:
```
! wB97M-V def2-TZVPD RIJCOSX def2/J DEFGRID3
* xyz 0 1
H 2.93651 1.35479 0.66248
N 2.06972 1.50670 0.23384
P 1.92238 0.62895 -1.01656
F 0.36394 1.02477 -1.39414
C -1.87817 1.08573 0.67054
S -2.35035 2.02767 -0.54404
H -2.69873 0.73506 1.22109
H -0.78728 0.81723 0.60373
N 0.30295 -2.12185 -0.07940
H -0.00313 -2.35615 -1.05550
H -0.41897 -1.69274 0.42901
H 0.54113 -3.01014 0.26895
*
```

* lowest unoccupied orbital energy: -0.05 eV
* orbital gap: 8.33 eV
* SMILES string: [H]/N=P/F.C=S.N
* total energy: -26954.9506 eV
* ΔE to the lowest compared entry with this formula, charge and spin: 19.1 kcal per mole